22
Properties=species:S:1:pos:R:3:forces:R:3:mulliken_charge:R:1 method="wB97M-V/def2-TZVPD" smiles="CCCCCC=O.O" gap_ev=10.6 relative_energy_kcal_mol=89.63
C -1.732945 2.815209 -0.081894 0.123 2.724 6.635 -1.3359
C -1.679059 1.659123 0.920225 -0.162 3.453 2.463 -0.4349
C -0.383513 0.973941 1.026323 2.498 -1.049 -1.049 -0.5795
C -0.293380 -0.520935 0.449870 1.173 -0.737 4.592 -0.7073
C -1.221995 -1.105094 -0.582668 -1.498 -0.662 4.351 -0.3755
C -0.683284 -2.091342 -1.417197 0.892 -1.631 -2.019 -0.2507
O 0.299318 -2.726151 -1.154315 0.973 -0.397 0.234 -0.4810
H -2.624566 3.511983 -0.031445 0.951 -0.950 0.328 0.3082
H -1.600367 2.599431 -1.000218 0.879 -1.979 -6.656 0.4563
H -0.784449 3.388238 0.226321 -1.492 -0.188 -0.575 0.3184
H -2.167562 0.781965 0.772280 -3.742 -1.533 -0.430 0.4970
H -1.895780 2.208811 1.923526 -0.153 -1.563 -1.449 0.2167
H 0.038090 0.980116 2.047173 -0.184 -0.213 -0.516 0.2831
H 0.280011 1.534984 0.405388 1.099 0.490 -0.242 0.3477
H -0.505452 -1.132056 1.380135 0.144 0.493 -0.726 0.2437
H 0.803159 -0.751355 0.413648 -0.997 0.117 -1.023 0.4644
H -2.111665 -1.804599 -0.077687 1.979 1.601 -0.786 0.2124
H -1.783898 -0.319507 -0.885208 -1.840 2.058 -2.409 0.4291
H -1.235959 -2.372923 -2.302739 -0.638 -0.040 -0.724 0.3878
O 6.418795 -2.160722 -0.644994 -0.577 2.826 -0.746 -0.6082
H 6.778508 -2.763273 -0.067357 1.430 -1.953 2.371 0.2994
H 6.086003 -2.705853 -1.319167 -0.858 -0.868 -1.622 0.3087